ORCA calculation (ωB97M-V/def2-TZVPD) on C27H57BMnN2O5Si4Te as an isolated structure.

Each line ends with the Löwdin spin population.
Positions of all 98 atoms, in Å:
1 Mn 0.96 0.38 0.57  2.897
2 C 1.97 3.27 0.33  0.000
3 O 1.14 2.35 1.05  0.011
4 C -0.09 2.91 1.54  0.002
5 C -1.16 2.77 0.48  0.002
6 O -1.08 1.43 -0.01  0.034
7 C -1.41 1.26 -1.39  0.002
8 C -0.53 0.14 -1.90  0.005
9 O 0.84 0.40 -1.54  0.010
10 C 1.57 1.14 -2.54  0.004
11 H 2.21 4.11 0.97  0.000
12 H 1.47 3.62 -0.58  0.000
13 H 2.89 2.75 0.08  0.000
14 H 0.07 3.96 1.81  0.000
15 H -0.34 2.36 2.45  0.000
16 H -0.98 3.47 -0.34  0.000
17 H -2.15 2.97 0.89  0.001
18 H -1.22 2.19 -1.93  0.000
19 H -2.47 1.01 -1.51  0.001
20 H -0.61 0.03 -2.98  0.000
21 H -0.80 -0.81 -1.43  0.002
22 H 1.68 0.52 -3.43  0.000
23 H 2.56 1.35 -2.14  0.000
24 H 1.07 2.07 -2.79  0.000
25 C 2.74 -4.87 -1.95  0.000
26 C 1.84 -3.81 -2.55  0.000
27 C 2.13 -3.61 -4.02  0.000
28 O 2.17 -2.56 -1.83  -0.002
29 B 1.29 -2.51 -0.81  -0.001
30 O 0.22 -3.33 -0.88  0.000
31 C 0.33 -4.01 -2.19  0.000
32 C -0.09 -5.45 -2.01  0.000
33 C -0.61 -3.29 -3.14  0.000
34 H 3.78 -4.57 -2.08  0.000
35 H 2.60 -5.83 -2.45  0.000
36 H 2.55 -5.01 -0.88  0.000
37 H 3.20 -3.47 -4.16  0.000
38 H 1.61 -2.76 -4.43  0.000
39 H 1.84 -4.50 -4.58  0.000
40 H 0.47 -5.93 -1.21  0.000
41 H 0.08 -6.01 -2.93  0.000
42 H -1.15 -5.50 -1.78  0.000
43 H -0.29 -2.26 -3.31  0.000
44 H -1.62 -3.29 -2.72  0.000
45 H -0.64 -3.79 -4.11  0.000
46 N 5.49 -3.45 3.50  -0.007
47 C 4.60 -3.00 2.93  -0.001
48 C 3.49 -2.43 2.24  0.000
49 C 3.74 -1.34 1.31  0.064
50 C 2.80 -1.01 0.41  -0.013
51 N 1.51 -1.64 0.39  -0.026
52 C 1.12 -2.28 1.67  -0.002
53 C 2.24 -2.91 2.38  0.033
54 H 4.71 -0.87 1.28  0.003
55 H 3.06 -0.42 -0.47  0.004
56 H 0.34 -3.01 1.44  0.000
57 H 2.03 -3.74 3.04  0.001
58 C -1.31 2.37 5.02  0.000
59 Si 0.46 1.91 5.50  0.001
60 C 0.75 2.41 7.28  0.000
61 C 1.72 2.76 4.39  0.000
62 Si 0.71 -0.43 5.34  0.000
63 Te 0.07 -0.72 2.80  -0.021
64 Si 2.86 -1.16 5.97  0.001
65 C 4.16 -0.26 4.95  0.000
66 C 2.98 -0.63 7.76  0.001
67 C 2.98 -3.04 5.90  0.000
68 Si -1.10 -1.68 6.24  -0.004
69 C -2.74 -1.10 5.56  0.000
70 C -0.81 -3.48 5.78  0.000
71 C -1.04 -1.43 8.09  -0.001
72 H -1.39 3.45 4.84  0.000
73 H -1.98 2.13 5.84  0.000
74 H -1.70 1.85 4.14  0.000
75 H 0.41 3.44 7.42  0.000
76 H 1.81 2.38 7.54  0.000
77 H 0.21 1.78 7.99  0.000
78 H 1.44 3.80 4.22  0.000
79 H 1.84 2.27 3.42  0.000
80 H 2.70 2.76 4.88  0.000
81 H 4.27 0.76 5.34  0.000
82 H 3.89 -0.17 3.90  0.000
83 H 5.13 -0.75 5.02  0.000
84 H 2.84 0.44 7.91  0.000
85 H 3.99 -0.88 8.12  0.000
86 H 2.27 -1.16 8.39  0.000
87 H 2.26 -3.50 5.23  0.000
88 H 2.79 -3.43 6.90  0.000
89 H 3.98 -3.36 5.60  0.000
90 H -2.80 -1.14 4.47  0.000
91 H -2.98 -0.08 5.88  0.000
92 H -3.52 -1.76 5.96  0.000
93 H -0.70 -3.62 4.70  0.000
94 H -1.67 -4.08 6.09  0.000
95 H 0.07 -3.89 6.27  0.000
96 H -1.18 -0.39 8.36  0.000
97 H -0.10 -1.78 8.53  0.000
98 H -1.85 -2.00 8.56  0.000

## Properties
- frontier orbital gap (alpha / beta) (Ha) = 0.2661 / 0.2664
- expectation value of S² = 3.80
- strongest force on any atom (Eh/bohr) = 0.0108
- HOMO energy (alpha / beta) (eV) = -13.34 / -13.34
- 2S+1 = 4
- calculated total energy (Ha) = -4150.1919
- total charge = +2

ORCA calculation (ωB97M-V/def2-TZVPD) on a 3-piece molecular cluster, C27H57BN4O6 overall in a non-equilibrium geometry.

Each line ends with the Löwdin spin population.
Positions of all 95 atoms, in Å:
1 C -2.54 -0.84 -1.15  0.000
2 C -3.74 0.09 -1.20  0.000
3 C -4.70 -0.24 -2.36  0.000
4 N -6.07 -0.54 -1.92  0.000
5 N -6.99 0.51 -2.29  0.000
6 C -8.31 -0.14 -2.45  0.000
7 C -9.50 0.81 -2.38  0.000
8 C -10.37 0.66 -1.12  0.000
9 O -9.67 0.06 -0.06  0.000
10 C -7.00 1.45 -1.17  0.000
11 O -6.76 1.15 -0.07  0.000
12 O -7.25 2.68 -1.60  0.000
13 B -6.94 3.74 -0.71  0.000
14 O -7.45 3.87 0.54  0.000
15 C -6.00 4.89 -1.24  0.000
16 C -6.87 6.17 -1.30  0.000
17 H -2.21 -1.12 -2.15  0.000
18 H -1.72 -0.37 -0.63  0.000
19 H -2.77 -1.75 -0.61  0.000
20 H -4.31 0.00 -0.28  0.000
21 H -3.44 1.13 -1.29  0.000
22 H -4.68 0.54 -3.12  0.000
23 H -4.30 -1.13 -2.84  0.000
24 H -6.34 -1.39 -2.40  0.000
25 H -8.31 -0.57 -3.44  0.000
26 H -8.42 -0.97 -1.76  0.000
27 H -10.14 0.58 -3.21  0.000
28 H -9.24 1.85 -2.49  0.000
29 H -10.70 1.65 -0.81  0.000
30 H -11.28 0.12 -1.38  0.000
31 H -10.07 0.27 0.78  0.000
32 H -8.32 3.44 0.58  0.000
33 H -5.13 5.05 -0.61  0.000
34 H -5.69 4.65 -2.25  0.000
35 H -6.37 6.99 -1.80  0.000
36 H -7.82 5.93 -1.76  0.000
37 H -7.10 6.46 -0.29  0.000
38 C 1.78 -5.25 -1.04  0.002
39 C 1.10 -3.89 -1.36  0.027
40 C 1.14 -3.59 -2.86  0.015
41 C 2.48 -3.07 -3.38  0.001
42 C 2.95 -1.88 -2.54  0.014
43 C 3.02 -2.23 -1.05  0.027
44 N 1.73 -2.80 -0.55  0.357
45 O 0.89 -1.84 -0.40  0.549
46 C 4.20 -3.19 -0.83  0.002
47 C 3.40 -0.98 -0.26  0.000
48 C -0.36 -4.10 -0.98  -0.001
49 H 2.81 -5.17 -0.69  0.001
50 H 1.25 -5.76 -0.23  0.000
51 H 1.77 -5.91 -1.90  0.000
52 H 0.38 -2.83 -3.09  0.002
53 H 0.85 -4.48 -3.42  0.001
54 H 3.22 -3.87 -3.39  0.000
55 H 2.36 -2.75 -4.42  0.001
56 H 3.93 -1.55 -2.88  0.001
57 H 2.26 -1.04 -2.69  0.003
58 H 4.23 -3.55 0.20  0.001
59 H 5.14 -2.68 -1.03  0.000
60 H 4.19 -4.06 -1.50  0.000
61 H 2.71 -0.16 -0.42  -0.001
62 H 4.39 -0.63 -0.55  0.000
63 H 3.43 -1.20 0.82  0.000
64 H -0.48 -4.24 0.09  0.000
65 H -0.73 -5.00 -1.49  0.000
66 H -0.99 -3.27 -1.29  0.000
67 C 5.42 -0.30 4.54  0.002
68 C 6.37 -0.10 3.33  0.027
69 C 7.80 0.25 3.80  0.015
70 C 8.00 1.70 4.23  0.001
71 C 7.49 2.65 3.14  0.014
72 C 6.04 2.37 2.77  0.027
73 N 5.82 0.94 2.41  0.360
74 O 6.27 0.73 1.23  0.544
75 C 5.14 2.81 3.95  0.002
76 C 5.62 3.28 1.62  -0.001
77 C 6.44 -1.47 2.67  -0.001
78 H 4.81 0.56 4.78  0.001
79 H 4.70 -1.10 4.33  0.000
80 H 5.97 -0.58 5.44  0.000
81 H 8.50 0.04 2.98  0.002
82 H 8.08 -0.42 4.61  0.001
83 H 7.50 1.89 5.18  0.000
84 H 9.06 1.88 4.40  0.001
85 H 7.59 3.68 3.48  0.001
86 H 8.13 2.55 2.26  0.003
87 H 4.10 2.54 3.77  0.001
88 H 5.18 3.90 4.06  0.000
89 H 5.45 2.40 4.91  0.000
90 H 6.27 3.16 0.75  -0.001
91 H 5.69 4.32 1.92  0.000
92 H 4.59 3.08 1.31  0.000
93 H 5.48 -1.75 2.24  0.000
94 H 6.71 -2.22 3.42  0.000
95 H 7.20 -1.52 1.88  0.000

## Properties
- frontier orbital gap (alpha / beta) (Ha) = 0.3172 / 0.3120
- expectation value of S² = 2.01
- strongest force on any atom (Eh/bohr) = 0.0602
- HOMO energy (alpha / beta) (eV) = -8.15 / -8.15
- 2S+1 = 3
- calculated total energy (Ha) = -1758.1792

ORCA calculation (ωB97M-V/def2-TZVPD) on a 5-piece molecular cluster, C27H57ClN4O10PS overall in a non-equilibrium geometry.

Each line ends with the Mulliken charge.
Positions of all 101 atoms, in Å:
1 C 0.67 5.63 -5.73  -0.617
2 C 2.12 5.71 -4.95  0.654
3 O 3.20 6.02 -5.69  -0.523
4 O 2.18 5.38 -3.49  -0.295
5 C 2.43 3.93 -3.47  -0.466
6 C 2.51 3.25 -1.98  -0.406
7 N 1.41 3.65 -1.03  -0.085
8 P -0.11 3.04 -1.82  0.225
9 S -1.04 4.63 -2.52  -0.290
10 C 1.58 2.96 0.34  -0.064
11 N 2.53 1.83 0.62  -0.085
12 C 2.02 0.49 0.12  0.209
13 O 3.05 -0.05 -0.78  -0.252
14 C 3.45 -1.42 -0.42  -0.155
15 O 4.94 -1.47 -0.60  -0.442
16 C 5.29 -1.44 -2.03  -0.157
17 C 6.02 -2.86 -2.51  -0.378
18 O 5.05 -3.80 -3.11  -0.536
19 N 0.80 3.40 1.42  0.166
20 Cl -0.33 4.74 1.29  0.079
21 C 0.86 2.75 2.81  -0.895
22 C -0.28 1.58 2.82  0.480
23 C -0.16 0.50 4.05  -0.611
24 N -1.55 -0.03 4.32  -0.315
25 C -1.86 -1.30 3.55  -0.817
26 C -2.19 -1.10 1.96  0.767
27 C -1.52 -2.20 0.90  -0.273
28 C -1.81 -2.16 -0.73  -0.623
29 C -2.78 -0.97 -1.40  -0.505
30 C -3.43 0.11 -0.34  -0.470
31 C -3.14 0.05 1.29  0.470
32 O -3.82 1.05 2.14  -0.562
33 H -0.02 4.79 -5.25  0.144
34 H 0.80 5.32 -6.87  0.285
35 H 0.14 6.67 -5.58  0.263
36 H 3.46 3.75 -4.05  0.302
37 H 1.57 3.42 -4.13  0.090
38 H 2.39 2.07 -2.15  0.302
39 H 3.60 3.40 -1.55  0.356
40 H 0.14 2.12 -2.90  0.134
41 H -1.01 2.49 -0.79  0.144
42 H 3.51 2.03 0.32  0.342
43 H 1.79 -0.16 1.06  0.123
44 H 0.98 0.72 -0.41  -0.128
45 H 3.02 -2.16 -1.22  0.341
46 H 3.26 -1.72 0.69  0.274
47 H 4.41 -1.18 -2.75  0.240
48 H 6.12 -0.60 -2.19  0.226
49 H 6.58 -3.40 -1.63  0.253
50 H 6.85 -2.65 -3.35  0.278
51 H 5.52 -4.61 -3.46  0.309
52 H 0.53 3.60 3.58  0.341
53 H 1.94 2.41 3.13  0.316
54 H -0.29 1.02 1.76  -0.212
55 H -1.33 2.12 2.89  0.221
56 H 0.49 -0.43 3.71  0.220
57 H 0.27 0.94 5.05  0.318
58 H -2.30 0.69 4.23  0.318
59 H -2.84 -1.77 4.04  0.224
60 H -1.03 -2.13 3.65  0.275
61 H -0.82 -3.08 1.27  0.210
62 H -1.37 -2.95 -1.48  0.303
63 H -3.00 -0.93 -2.57  0.380
64 H -4.13 0.94 -0.81  0.237
65 H -3.70 1.92 1.62  0.328
66 C 6.97 1.49 -6.05  -1.035
67 C 5.57 2.05 -5.89  -0.232
68 O 5.37 2.47 -4.55  -0.493
69 H 7.13 0.65 -5.37  0.206
70 H 7.14 1.16 -7.08  0.348
71 H 7.72 2.25 -5.79  0.345
72 H 4.83 1.29 -6.13  0.290
73 H 5.41 2.91 -6.56  0.274
74 H 6.03 3.16 -4.35  0.263
75 C -4.41 0.28 6.99  -0.903
76 C -5.42 -0.80 6.65  -0.286
77 O -4.91 -2.07 7.05  -0.525
78 H -3.46 0.09 6.48  0.208
79 H -4.78 1.26 6.69  0.300
80 H -4.21 0.30 8.06  0.388
81 H -5.60 -0.83 5.57  0.220
82 H -6.37 -0.63 7.16  0.318
83 H -4.76 -2.04 8.01  0.303
84 C -1.81 -7.22 1.77  -1.109
85 C -0.77 -6.16 2.07  -0.244
86 O -1.41 -4.90 2.28  -0.395
87 H -2.38 -6.95 0.87  0.287
88 H -1.33 -8.19 1.60  0.343
89 H -2.52 -7.31 2.59  0.350
90 H -0.07 -6.05 1.24  0.290
91 H -0.20 -6.41 2.97  0.257
92 H -2.02 -5.00 3.02  0.238
93 C -6.86 -2.18 1.10  -0.831
94 C -7.18 -2.29 -0.37  -0.234
95 O -6.34 -1.42 -1.11  -0.484
96 H -7.00 -1.16 1.45  0.230
97 H -7.50 -2.85 1.69  0.371
98 H -5.81 -2.45 1.30  0.161
99 H -8.22 -2.01 -0.56  0.297
100 H -7.03 -3.31 -0.74  0.249
101 H -5.42 -1.68 -0.94  0.251

## Properties
- frontier orbital gap (Ha) = 0.2266
- strongest force on any atom (Eh/bohr) = 0.1742
- HOMO energy (eV) = -10.64
- calculated total energy (Ha) = -3233.1733
- total charge = +1

ORCA calculation (ωB97M-V/def2-TZVPD) on a 9-piece molecular cluster, C27H57F9N7O13S2 overall in a non-equilibrium geometry.

Each line ends with the Mulliken charge.
Positions of all 115 atoms, in Å:
1 C 0.54 -0.53 -0.89  -0.258
2 O -0.59 -1.27 -0.46  -0.190
3 O 0.70 -0.64 -2.27  -0.961
4 C 0.72 0.82 -0.19  1.000
5 F 0.30 1.91 -0.78  -0.296
6 F 0.01 0.82 1.02  -0.311
7 F 1.97 1.08 0.10  -0.294
8 C -0.56 -1.83 0.85  -0.004
9 C -1.31 -3.03 0.66  -1.378
10 H -2.32 -2.78 0.35  0.293
11 H -0.90 -3.64 -0.14  0.298
12 H -1.52 -3.53 1.61  0.420
13 H -1.14 -1.25 1.57  0.198
14 H 0.39 -2.10 1.31  0.327
15 H 1.43 -1.12 -0.67  0.163
16 C -3.84 1.62 -5.84  -1.029
17 C -4.30 0.25 -6.21  0.535
18 O -5.24 0.10 -7.05  -0.428
19 N -3.55 -0.90 -5.53  -0.246
20 H -2.56 -0.70 -5.42  0.431
21 H -3.73 -0.79 -4.54  0.404
22 C -3.65 -2.29 -6.18  -0.748
23 H -4.38 2.21 -6.57  0.306
24 H -2.77 1.75 -6.03  0.379
25 H -4.21 1.79 -4.82  0.368
26 H -2.99 -2.85 -5.52  0.372
27 H -3.29 -2.25 -7.21  0.313
28 H -4.71 -2.50 -6.25  0.334
29 C -4.55 5.78 2.05  -1.095
30 C -3.69 6.80 2.67  0.707
31 O -3.16 6.70 3.81  -0.440
32 N -3.59 8.13 1.92  -0.190
33 H -2.64 8.35 1.63  0.358
34 H -3.99 8.15 0.99  0.373
35 C -4.00 9.31 2.82  -0.819
36 H -5.59 5.76 2.35  0.330
37 H -4.29 4.77 2.40  0.349
38 H -4.33 5.71 0.98  0.362
39 H -3.47 10.16 2.39  0.357
40 H -3.51 9.13 3.78  0.382
41 H -5.05 9.62 2.91  0.327
42 C 4.44 -3.48 -8.12  -0.983
43 C 5.65 -2.52 -8.01  0.585
44 O 6.67 -2.54 -8.73  -0.413
45 N 5.39 -1.50 -6.95  -0.108
46 H 4.45 -1.59 -6.59  0.361
47 H 5.96 -1.68 -6.14  0.367
48 C 5.63 -0.11 -7.46  -0.875
49 H 4.41 -3.83 -9.16  0.322
50 H 3.55 -3.07 -7.67  0.335
51 H 4.57 -4.40 -7.55  0.340
52 H 6.10 0.37 -6.61  0.380
53 H 4.68 0.42 -7.56  0.319
54 H 6.38 -0.04 -8.25  0.368
55 C 2.45 0.05 9.63  -1.105
56 C 1.34 0.12 8.63  0.570
57 O 1.68 0.31 7.45  -0.430
58 N -0.12 0.08 9.19  -0.190
59 H -0.33 -0.91 9.29  0.385
60 H 0.08 0.23 10.17  0.398
61 C -1.12 1.04 8.53  -0.711
62 H 2.30 -0.89 10.16  0.394
63 H 2.34 0.80 10.42  0.381
64 H 3.40 0.18 9.10  0.299
65 H -0.73 2.06 8.51  0.312
66 H -2.08 1.03 9.04  0.360
67 H -1.33 0.77 7.50  0.335
68 C 2.85 12.27 -5.56  -0.920
69 C 2.48 10.81 -5.99  0.508
70 O 1.81 10.66 -7.02  -0.382
71 N 3.02 9.65 -5.16  -0.215
72 H 4.02 9.66 -5.01  0.402
73 H 2.73 9.58 -4.20  0.370
74 C 2.74 8.29 -5.80  -0.813
75 H 3.78 12.30 -4.99  0.345
76 H 2.02 12.80 -5.09  0.312
77 H 2.88 12.82 -6.50  0.332
78 H 3.26 8.31 -6.76  0.366
79 H 1.67 8.25 -5.98  0.352
80 H 3.18 7.45 -5.24  0.343
81 C 3.17 -6.52 -1.13  -1.252
82 C 3.21 -7.36 0.12  -0.259
83 N 3.69 -6.66 1.31  0.150
84 C 3.29 -7.01 2.60  -0.389
85 C 4.14 -6.32 3.51  -0.408
86 N 5.05 -5.56 2.71  0.169
87 C 4.67 -5.74 1.39  -0.162
88 C 5.94 -4.57 3.25  -0.867
89 H 2.63 -7.02 -1.93  0.356
90 H 4.20 -6.47 -1.47  0.367
91 H 2.87 -5.50 -0.90  0.377
92 H 3.84 -8.23 -0.05  0.303
93 H 2.23 -7.79 0.33  0.337
94 H 2.45 -7.69 2.71  0.434
95 H 4.24 -6.26 4.59  0.452
96 H 5.14 -5.26 0.55  0.378
97 H 6.94 -4.99 3.37  0.336
98 H 5.61 -4.24 4.24  0.324
99 H 6.06 -3.64 2.69  0.355
100 C -8.90 -2.21 -0.89  0.579
101 F -8.32 -2.82 0.13  -0.200
102 F -8.56 -2.90 -2.02  -0.227
103 F -10.30 -2.22 -0.74  -0.229
104 S -8.47 -0.34 -0.93  1.056
105 O -9.22 0.21 -2.06  -0.651
106 O -8.94 0.11 0.40  -0.666
107 O -6.99 -0.23 -1.03  -0.661
108 C -2.10 -8.46 10.48  0.602
109 F -0.85 -8.88 10.33  -0.230
110 F -2.82 -9.63 10.40  -0.244
111 F -2.40 -7.81 11.55  -0.203
112 S -2.51 -7.27 9.02  1.053
113 O -3.99 -7.32 9.11  -0.648
114 O -1.92 -5.94 9.38  -0.678
115 O -1.90 -7.95 7.89  -0.652

## Properties
- frontier orbital gap (Ha) = 0.1071
- strongest force on any atom (Eh/bohr) = 0.1347
- HOMO energy (eV) = -9.76
- calculated total energy (Ha) = -4118.1344
- total charge = +3

Question: Which formula does entry 1 have?
Answer: C27H57BMnN2O5Si4Te

Question: Number 3 is which compound?
Answer: C27H57ClN4O10PS

Question: Among the records above, which one has the lowest strongest force on any atom?
Answer: C27H57BMnN2O5Si4Te